No. 1
{
  "formula": "C22H36F13O10P",
  "method": "ωB97M-V with the def2-TZVPD basis set",
  "max_force_ev_per_a": 2.1,
  "orbital_gap_ev": 9.3,
  "total_charge": 0,
  "energy_ha": -3251.7932,
  "smiles": "C#CO[P@](=O)(O)OCCC(F)(F)C(F)(F)C(F)(F)C(F)(F)C(F)(F)C(F)(F)F.COCCOC.COCCOC.COCCOC",
  "species": ["C", "C", "O", "P", "O", "O", "O", "C", "C", "C", "F", "F", "C", "F", "F", "C", "F", "F", "C", "F", "F", "C", "F", "F", "C", "F", "F", "F", "H", "H", "H", "H", "H", "H", "C", "O", "C", "C", "O", "C", "H", "H", "H", "H", "H", "H", "H", "H", "H", "H", "C", "O", "C", "C", "O", "C", "H", "H", "H", "H", "H", "H", "H", "H", "H", "H", "C", "O", "C", "C", "O", "C", "H", "H", "H", "H", "H", "H", "H", "H", "H", "H"],
  "coordinates": [[-0.426, 1.371, -1.771], [-0.779, 2.484, -1.901], [-1.095, 3.744, -2.077], [-2.069, 4.385, -0.924], [-3.443, 3.954, -1.028], [-1.784, 5.910, -1.219], [-1.388, 4.079, 0.453], [-0.278, 4.870, 0.917], [0.981, 4.661, 0.051], [2.183, 4.452, 0.923], [1.994, 3.402, 1.753], [2.324, 5.562, 1.712], [3.571, 4.257, 0.202], [4.262, 5.413, 0.174], [4.289, 3.377, 0.941], [3.529, 3.629, -1.222], [4.764, 3.158, -1.492], [2.691, 2.571, -1.176], [3.077, 4.584, -2.385], [1.860, 4.177, -2.813], [2.959, 5.854, -1.951], [4.002, 4.563, -3.616], [5.252, 4.921, -3.268], [4.027, 3.292, -4.072], [3.519, 5.504, -4.793], [4.396, 6.492, -4.954], [2.326, 6.039, -4.548], [3.450, 4.803, -5.918], [-0.111, 0.363, -1.836], [-1.509, 6.035, -2.134], [-0.548, 5.915, 0.925], [-0.093, 4.598, 1.942], [0.796, 3.790, -0.559], [1.097, 5.530, -0.577], [-2.545, -2.619, -0.473], [-1.848, -1.469, -0.029], [-2.698, -0.512, 0.593], [-2.572, -0.557, 2.097], [-3.072, -1.773, 2.632], [-2.057, -2.693, 2.984], [-1.802, -3.357, -0.773], [-3.167, -3.043, 0.319], [-3.172, -2.381, -1.339], [-3.737, -0.667, 0.292], [-2.388, 0.477, 0.241], [-3.167, 0.257, 2.523], [-1.529, -0.407, 2.391], [-1.519, -2.347, 3.875], [-1.346, -2.843, 2.167], [-2.537, -3.644, 3.213], [-5.922, -7.793, 6.086], [-4.550, -8.112, 6.223], [-3.872, -8.227, 4.983], [-3.047, -6.998, 4.680], [-3.864, -5.861, 4.451], [-3.925, -4.979, 5.558], [-6.305, -7.565, 7.080], [-6.072, -6.924, 5.441], [-6.480, -8.644, 5.682], [-4.581, -8.412, 4.171], [-3.205, -9.092, 5.054], [-2.471, -7.176, 3.766], [-2.342, -6.809, 5.494], [-2.970, -4.458, 5.684], [-4.174, -5.506, 6.483], [-4.698, -4.243, 5.351], [1.862, -1.878, -3.583], [2.174, -0.661, -2.928], [3.481, -0.634, -2.377], [4.430, 0.173, -3.232], [4.662, -0.444, -4.488], [3.936, 0.150, -5.548], [0.920, -1.734, -4.109], [2.633, -2.154, -4.305], [1.739, -2.688, -2.856], [3.863, -1.650, -2.242], [3.411, -0.164, -1.391], [5.394, 0.245, -2.718], [4.041, 1.187, -3.368], [4.340, 1.139, -5.788], [2.874, 0.242, -5.306], [4.046, -0.493, -6.419]],
  "forces_ev_per_angstrom": [[0.654, -1.995, -0.104], [-0.453, 1.683, -0.539], [-0.055, 0.256, 0.388], [-0.608, 0.009, -0.274], [-0.306, -0.327, 0.116], [0.317, 0.180, 0.012], [0.214, 0.342, 0.179], [0.500, 0.126, -0.090], [-0.929, -0.115, 0.453], [0.260, 0.562, -0.031], [-0.007, -0.008, -0.178], [0.077, -0.188, 0.087], [0.289, -0.415, 0.431], [-0.166, -0.211, -0.093], [-0.090, 0.233, -0.080], [0.034, -0.148, 0.088], [-0.156, 0.119, 0.082], [0.219, 0.131, -0.016], [-0.460, -0.146, -0.248], [0.132, 0.028, 0.105], [0.137, 0.053, 0.002], [0.347, -0.214, -0.172], [-0.296, 0.057, -0.065], [-0.012, 0.326, 0.024], [0.310, -0.004, 0.024], [-0.127, -0.033, -0.012], [-0.075, 0.042, -0.049], [-0.027, 0.063, -0.018], [0.091, -0.273, 0.278], [-0.022, 0.254, -0.126], [-0.234, 0.233, -0.092], [-0.130, -0.421, 0.274], [0.274, -0.255, -0.151], [0.315, 0.135, -0.230], [0.073, 0.000, -0.027], [-0.111, -0.049, 0.012], [0.290, 0.135, -0.112], [-0.245, -0.003, 0.107], [0.076, -0.053, -0.045], [-0.057, -0.030, 0.051], [0.026, 0.021, -0.017], [-0.021, 0.002, -0.004], [-0.045, -0.022, 0.022], [-0.028, -0.025, 0.019], [-0.037, 0.006, 0.002], [0.027, 0.018, -0.012], [0.033, -0.002, -0.017], [0.068, -0.017, -0.033], [0.023, 0.021, 0.010], [-0.049, 0.017, 0.005], [0.021, -0.015, 0.031], [-0.054, 0.068, -0.039], [0.080, -0.120, 0.189], [-0.034, 0.078, -0.222], [-0.027, 0.008, 0.084], [0.017, 0.033, -0.038], [0.019, -0.028, 0.024], [-0.012, -0.009, -0.021], [-0.023, 0.029, -0.037], [-0.014, 0.020, -0.028], [0.000, 0.003, -0.030], [0.016, -0.015, 0.020], [0.006, -0.009, 0.036], [-0.007, 0.000, 0.079], [0.024, -0.017, 0.000], [0.009, 0.009, -0.063], [-0.026, 0.036, 0.022], [-0.040, -0.057, -0.069], [-0.138, 0.161, 0.139], [0.140, -0.061, -0.014], [-0.099, -0.009, -0.052], [0.053, -0.009, 0.004], [-0.022, 0.024, 0.023], [0.015, -0.015, 0.005], [0.034, -0.032, -0.025], [0.023, -0.024, -0.025], [0.023, -0.024, 0.006], [-0.009, 0.029, 0.022], [0.009, -0.182, 0.043], [-0.051, 0.014, -0.006], [-0.011, 0.025, 0.004], [0.035, -0.015, 0.000]]
}

---

No. 2
{
  "formula": "C22H36N2O13S",
  "method": "ωB97M-V with the def2-TZVPD basis set",
  "e_above_lowest_kj_mol": 80.6,
  "max_force_ev_per_a": 2.5,
  "orbital_gap_ev": 10.2,
  "total_charge": 0,
  "energy_ha": -2345.5860,
  "smiles": "C#C[C@H](C#N)[C@](O)(S)C#N.CCOC(=O)OC.CCOC(=O)OC.CCOC(=O)OC.CCOC(=O)OC",
  "species": ["C", "C", "C", "C", "N", "C", "O", "S", "C", "N", "H", "H", "H", "H", "C", "C", "O", "C", "O", "O", "C", "H", "H", "H", "H", "H", "H", "H", "H", "C", "C", "O", "C", "O", "O", "C", "H", "H", "H", "H", "H", "H", "H", "H", "C", "C", "O", "C", "O", "O", "C", "H", "H", "H", "H", "H", "H", "H", "H", "C", "C", "O", "C", "O", "O", "C", "H", "H", "H", "H", "H", "H", "H", "H"],
  "coordinates": [[3.338, -1.168, -0.588], [2.542, -0.286, -0.897], [1.662, 0.925, -1.408], [1.809, 2.139, -0.395], [1.978, 3.183, 0.083], [0.100, 0.485, -1.540], [-0.405, 0.681, -2.871], [-0.997, 1.531, -0.432], [-0.117, -1.046, -1.162], [-0.255, -2.173, -0.925], [4.231, -1.860, -0.605], [2.108, 1.211, -2.419], [0.324, 0.901, -3.484], [-1.249, 0.826, 0.738], [-1.217, 1.884, 7.611], [-2.019, 1.254, 6.489], [-1.966, 2.067, 5.310], [-0.870, 1.916, 4.553], [0.050, 1.168, 4.775], [-0.969, 2.751, 3.509], [0.163, 2.726, 2.637], [-1.542, 2.913, 7.784], [-1.333, 1.315, 8.535], [-0.155, 1.923, 7.360], [-3.069, 1.191, 6.782], [-1.682, 0.236, 6.277], [0.381, 1.710, 2.304], [1.031, 3.162, 3.135], [-0.074, 3.331, 1.763], [9.338, -4.777, -3.219], [9.031, -4.318, -1.807], [7.707, -3.773, -1.726], [6.720, -4.671, -1.604], [6.849, -5.868, -1.555], [5.555, -4.004, -1.563], [4.405, -4.847, -1.482], [9.164, -3.967, -3.932], [10.376, -5.104, -3.301], [8.690, -5.605, -3.512], [9.717, -3.518, -1.525], [9.165, -5.127, -1.084], [4.483, -5.543, -0.646], [4.269, -5.387, -2.420], [3.535, -4.210, -1.319], [-2.786, -0.732, 2.768], [-3.552, -0.685, 4.077], [-4.938, -0.979, 3.864], [-5.245, -2.281, 3.779], [-4.472, -3.201, 3.869], [-6.565, -2.383, 3.561], [-7.023, -3.725, 3.401], [-3.255, -0.080, 2.027], [-1.750, -0.416, 2.916], [-2.784, -1.741, 2.350], [-3.504, 0.323, 4.490], [-3.118, -1.360, 4.820], [-6.719, -4.348, 4.243], [-6.652, -4.138, 2.462], [-8.112, -3.702, 3.365], [-2.577, 3.488, -3.402], [-3.228, 2.906, -4.641], [-3.697, 3.948, -5.506], [-2.770, 4.496, -6.302], [-1.604, 4.190, -6.352], [-3.360, 5.458, -7.026], [-2.469, 6.163, -7.890], [-3.254, 4.186, -2.904], [-2.305, 2.696, -2.702], [-1.675, 4.048, -3.659], [-4.103, 2.320, -4.353], [-2.550, 2.233, -5.172], [-1.917, 5.476, -8.533], [-1.783, 6.774, -7.301], [-3.067, 6.820, -8.521]],
  "forces_ev_per_angstrom": [[-0.100, 1.221, -1.369], [0.555, 0.235, -0.158], [0.996, -1.121, 2.011], [0.242, -0.256, -1.993], [-0.135, -1.602, -0.331], [-0.429, -1.569, 0.193], [0.946, 0.127, 1.070], [-0.345, -0.368, -0.015], [0.504, 1.015, -0.382], [0.064, 1.558, -0.272], [-1.731, 1.001, 0.411], [-0.734, -0.111, 1.406], [-0.420, -0.189, 0.474], [0.623, -0.056, -1.186], [0.250, 0.165, -0.073], [0.059, -0.179, 0.671], [0.080, -0.106, -0.363], [-0.017, 0.224, 0.071], [-0.269, 0.105, -0.102], [-0.140, -0.329, 0.276], [0.313, 0.198, -0.254], [-0.114, -0.117, 0.033], [-0.029, 0.018, -0.064], [-0.071, -0.127, 0.002], [0.003, 0.173, -0.272], [0.123, 0.177, -0.122], [0.083, 0.075, 0.201], [-0.010, -0.187, -0.020], [-0.176, -0.003, 0.225], [-0.243, -0.103, -0.170], [0.599, -0.210, -0.202], [-0.361, -0.088, 0.264], [0.201, 0.093, -0.151], [-0.102, 0.310, 0.035], [0.241, -0.014, 0.108], [-0.454, -0.209, 0.035], [0.126, 0.026, 0.104], [-0.049, 0.041, 0.034], [0.088, -0.012, 0.114], [-0.308, 0.122, 0.031], [-0.239, 0.029, -0.089], [0.109, -0.008, -0.165], [0.082, -0.073, 0.136], [0.218, 0.131, -0.055], [-0.068, -0.188, -0.246], [0.564, 0.218, -0.075], [-0.227, -0.297, 0.184], [0.015, 0.144, -0.144], [-0.219, 0.209, 0.031], [0.295, 0.090, 0.141], [-0.239, -0.356, -0.054], [0.008, 0.082, 0.131], [-0.020, -0.029, 0.076], [0.081, 0.032, 0.112], [-0.359, -0.078, -0.096], [-0.175, -0.125, -0.159], [0.120, 0.060, -0.141], [0.086, -0.044, 0.153], [0.122, 0.271, 0.008], [0.140, 0.250, -0.003], [0.197, -0.337, 0.539], [0.121, 0.080, -0.457], [-0.159, 0.042, 0.209], [-0.268, 0.061, -0.055], [0.096, -0.302, 0.133], [0.169, 0.264, -0.293], [-0.048, -0.146, -0.007], [-0.079, 0.028, -0.090], [-0.012, -0.116, -0.041], [-0.098, 0.228, -0.205], [-0.008, 0.227, -0.078], [0.035, 0.026, 0.187], [0.059, -0.156, -0.063], [-0.159, -0.141, 0.207]]
}

---

No. 3
{
  "formula": "C22H37AsF3INO3",
  "method": "ωB97M-V with the def2-TZVPD basis set",
  "max_force_ev_per_a": 2.0,
  "orbital_gap_ev": 7.4,
  "total_charge": -1,
  "energy_ha": -3973.8961,
  "species": ["C", "O", "C", "C", "C", "C", "C", "C", "C", "C", "C", "C", "C", "As", "I", "C", "O", "N", "O", "C", "C", "C", "C", "C", "C", "C", "C", "C", "F", "F", "F", "H", "H", "H", "H", "H", "H", "H", "H", "H", "H", "H", "H", "H", "H", "H", "H", "H", "H", "H", "H", "H", "H", "H", "H", "H", "H", "H", "H", "H", "H", "H", "H", "H", "H", "H", "H", "H"],
  "coordinates": [[-2.681, 0.606, 0.576], [-2.405, 1.854, -0.054], [-3.610, 2.477, -0.458], [-3.290, 3.826, -1.095], [-2.640, 3.682, -2.480], [-1.137, 3.380, -2.421], [-0.288, 4.487, -1.779], [1.018, 3.955, -1.182], [0.762, 3.018, 0.021], [2.058, 2.851, 0.862], [2.541, 1.392, 0.766], [1.482, 0.469, 1.440], [2.048, -0.495, 2.484], [2.531, -2.347, 1.902], [5.135, -1.585, 1.543], [0.612, -3.012, 2.164], [-0.392, -1.982, 2.007], [-1.624, -2.595, 1.722], [-2.400, -2.404, 2.583], [2.340, -2.044, -0.113], [1.104, -2.572, -0.777], [1.055, -3.913, -1.074], [-0.025, -4.505, -1.678], [-1.100, -3.735, -2.042], [-2.332, -4.314, -2.720], [-1.062, -2.387, -1.796], [0.011, -1.823, -1.162], [2.992, -2.931, 3.892], [2.735, -4.270, 4.023], [2.262, -2.316, 4.856], [4.284, -2.830, 4.228], [-1.757, 0.032, 0.588], [-3.460, 0.046, 0.048], [-3.019, 0.803, 1.600], [-4.221, 2.656, 0.439], [-4.155, 1.869, -1.193], [-4.199, 4.420, -1.218], [-2.668, 4.368, -0.379], [-2.811, 4.550, -3.122], [-3.112, 2.819, -2.964], [-0.751, 3.212, -3.431], [-0.974, 2.450, -1.875], [-0.811, 5.057, -1.008], [-0.024, 5.203, -2.568], [1.595, 4.812, -0.826], [1.585, 3.385, -1.923], [0.485, 2.048, -0.395], [-0.074, 3.382, 0.622], [2.816, 3.569, 0.545], [1.794, 3.043, 1.907], [3.509, 1.289, 1.253], [2.594, 1.173, -0.305], [0.830, 0.010, 0.700], [0.836, 1.168, 1.984], [2.943, -0.044, 2.916], [1.335, -0.531, 3.311], [2.892, -3.828, 1.541], [0.569, -3.298, 3.223], [0.403, -3.932, 1.615], [2.638, -1.055, -0.463], [3.137, -2.670, -0.523], [1.909, -4.524, -0.800], [-0.042, -5.571, -1.870], [-2.197, -5.384, -2.881], [-2.514, -3.774, -3.648], [-3.174, -4.183, -2.037], [-1.890, -1.756, -2.105], [-0.003, -0.749, -0.995]],
  "forces_ev_per_angstrom": [[0.225, 0.452, 0.129], [-0.444, -0.482, -0.388], [0.200, 0.844, 0.163], [-0.002, -0.032, -0.237], [0.525, -0.473, 0.206], [0.128, 0.210, 0.215], [0.515, -0.088, -0.713], [-0.790, -0.074, 0.721], [0.871, 0.447, -0.534], [-0.806, -0.660, 0.038], [-0.685, 0.399, 0.045], [0.496, 0.720, 0.181], [0.037, 0.653, 0.351], [-1.799, -0.403, -0.650], [1.021, 0.271, -0.315], [0.502, -0.074, 1.021], [-0.083, -0.049, -0.096], [0.005, -0.448, 0.470], [-0.029, 0.315, -0.416], [0.282, -0.222, -0.979], [0.574, 0.508, 0.322], [0.811, -1.029, 0.346], [-0.224, -0.434, -0.100], [-1.157, -0.652, -0.787], [0.595, 0.087, 0.714], [-0.339, 0.614, -0.046], [0.039, 1.197, 0.124], [0.112, -0.358, -0.527], [-0.361, -0.028, 0.001], [0.054, 0.069, 0.203], [0.141, 0.315, 0.530], [-0.031, -0.009, 0.095], [0.067, -0.008, -0.076], [-0.001, -0.236, 0.029], [-0.232, -0.205, -0.150], [-0.047, -0.219, 0.236], [-0.160, -0.212, 0.202], [0.098, 0.088, -0.177], [-0.082, 0.093, 0.167], [-0.133, 0.176, -0.143], [-0.083, -0.021, -0.020], [-0.180, 0.021, 0.006], [-0.135, -0.154, 0.020], [-0.143, 0.123, 0.098], [0.217, -0.062, -0.196], [0.162, 0.271, -0.089], [-0.224, -0.030, 0.287], [-0.015, 0.005, -0.048], [0.059, -0.036, 0.024], [0.324, 0.188, 0.035], [0.101, -0.232, -0.242], [0.497, -0.213, 0.069], [0.119, -0.269, 0.089], [-0.190, -0.236, 0.074], [0.107, -0.148, -0.061], [-0.034, -0.563, -0.085], [0.340, 0.097, 0.209], [-0.123, -0.040, -0.076], [-0.137, 0.348, -0.479], [-0.393, 0.210, 0.337], [0.198, -0.028, 0.433], [0.001, -0.011, -0.032], [0.087, -0.038, -0.010], [-0.108, 0.054, -0.263], [-0.198, -0.219, -0.095], [-0.192, -0.014, -0.227], [-0.032, -0.020, 0.018], [0.080, -0.048, 0.046]]
}